This record from OMol25 describes an isolated molecule of C4H7FINO. The level of theory is ωB97M-V/def2-TZVPD.

Summary:
energy above the lowest of the compared OMol25 structures with the same formula, charge and spin: 14.4 kcal per mole
total energy: -18615.9261 eV
HOMO energy: -9.0 eV
orbital gap: 9.198 eV
net charge: 0
LUMO: 0.15 eV

Last column: Mulliken charge in e.
Element x y z (Å)
1 C -0.445 -0.315 -0.159  0.9538
2 C 2.043 -0.410 -0.146  -0.9271
3 C 0.801 -0.156 -1.001  -0.7029
4 C -1.978 1.424 0.979  0.0077
5 N -0.940 -1.429 0.182  -0.7470
6 O -0.908 0.934 0.174  -0.3377
7 F -3.181 1.089 0.455  -0.2625
8 I -0.235 -3.219 -0.362  0.1024
9 H 2.150 0.367 0.608  0.3105
10 H 1.978 -1.373 0.359  0.2481
11 H 2.930 -0.420 -0.775  0.3237
12 H 0.834 0.844 -1.431  0.2499
13 H 0.756 -0.890 -1.809  0.3381
14 H -1.935 1.040 2.005  0.2632
15 H -1.869 2.513 0.922  0.1799

=====

This record from OMol25 describes a cluster of 3 separate species, C25H38ClNO9 in total. The level of theory is ωB97M-V/def2-TZVPD.

Summary:
total energy: -58976.6684 eV
HOMO energy: -9.3 eV
orbital gap: 8.496 eV
net charge: 0
LUMO: -0.85 eV

Last column: Mulliken charge in e.
Element x y z (Å)
1 C -1.507 -3.892 2.511  -0.6648
2 O -0.319 -4.135 1.722  -0.4035
3 C 0.283 -2.806 1.540  -0.3705
4 C 1.470 -2.828 0.462  -0.5130
5 C 2.185 -1.371 0.415  -0.7318
6 C 1.056 -0.335 -0.045  0.0195
7 C 1.594 1.134 -0.407  -0.7848
8 C 0.779 1.695 -1.665  0.0220
9 C -0.363 2.760 -1.313  -1.0345
10 C -1.271 2.386 -0.066  0.4764
11 C -2.049 1.230 0.095  0.7438
12 Cl -2.098 -0.050 -1.187  -0.1591
13 C -2.922 1.109 1.439  -0.0439
14 O -3.078 0.054 2.073  -0.5745
15 C -3.589 2.489 1.914  -0.5438
16 C -2.804 3.666 1.755  0.5431
17 C -3.410 5.077 2.159  -0.9890
18 C -4.275 5.578 0.871  -0.4865
19 C -5.704 4.813 0.795  -0.4578
20 N -5.698 3.707 -0.231  -0.5228
21 C -1.340 3.469 1.123  -0.0784
22 O -0.333 4.084 1.516  -0.5694
23 H -1.523 -4.654 3.373  0.2162
24 H -2.480 -4.020 1.934  0.2512
25 H -1.542 -2.853 2.990  0.3246
26 H -0.583 -2.131 1.197  0.4949
27 H 0.643 -2.455 2.567  0.2319
28 H 0.951 -2.936 -0.559  0.2901
29 H 2.218 -3.667 0.625  0.2023
30 H 3.041 -1.383 -0.346  0.3488
31 H 2.561 -1.034 1.433  0.2629
32 H 0.593 -0.771 -1.004  0.1869
33 H 0.211 -0.204 0.714  -0.1008
34 H 2.696 1.079 -0.738  0.3950
35 H 1.523 1.773 0.529  0.3177
36 H 0.319 0.900 -2.333  0.4059
37 H 1.541 2.252 -2.322  -0.1773
38 H 0.119 3.782 -1.137  0.3198
39 H -1.058 2.897 -2.211  0.2751
40 H -4.627 2.564 2.351  0.5055
41 H -4.141 5.039 3.031  0.3904
42 H -2.607 5.881 2.327  0.3302
43 H -4.450 6.700 0.872  0.3323
44 H -3.712 5.246 -0.075  0.3122
45 H -5.922 4.301 1.800  0.1981
46 H -6.536 5.527 0.494  0.3550
47 H -6.404 3.901 -0.950  0.2340
48 H -6.003 2.823 0.202  0.2118
49 C 3.462 0.807 -6.318  -1.5001
50 C 2.217 1.507 -5.817  0.6170
51 C 1.635 2.481 -6.801  -0.5281
52 O 1.003 3.437 -5.956  -0.3222
53 C 1.668 3.408 -4.767  0.6601
54 O 1.526 4.217 -3.893  -0.5357
55 O 2.514 2.344 -4.701  -0.3376
56 H 4.308 1.498 -6.368  0.3605
57 H 3.750 0.012 -5.627  0.3648
58 H 3.302 0.365 -7.304  0.3814
59 H 1.471 0.769 -5.500  0.2354
60 H 0.905 2.013 -7.464  0.3227
61 H 2.389 2.993 -7.408  0.3170
62 C 2.657 -7.892 4.182  -1.4620
63 C 3.010 -6.420 4.180  0.5556
64 C 2.133 -5.592 3.285  -0.4161
65 O 2.996 -4.523 2.908  -0.2378
66 C 4.269 -4.999 2.991  0.5916
67 O 5.231 -4.431 2.565  -0.5503
68 O 4.304 -6.205 3.620  -0.3561
69 H 2.921 -8.362 3.231  0.3731
70 H 3.225 -8.414 4.956  0.3595
71 H 1.593 -8.047 4.374  0.3613
72 H 3.012 -6.030 5.204  0.2629
73 H 1.254 -5.210 3.805  0.2348
74 H 1.810 -6.117 2.380  0.2568

=====

This record from OMol25 describes an isolated molecule of C6H11NO. The level of theory is ωB97M-V/def2-TZVPD.

Summary:
energy above the lowest of the compared OMol25 structures with the same formula, charge and spin: 63.0 kcal per mole
total energy: -9935.7239 eV
HOMO energy: -9.7 eV
orbital gap: 10.571 eV
net charge: 0
LUMO: 0.85 eV

Last column: Mulliken charge in e.
Element x y z (Å)
1 C -2.974 0.021 -0.170  -0.0097
2 C -0.322 0.345 -0.353  0.1369
3 C 1.120 -0.416 -0.372  0.7213
4 C -0.102 1.353 0.795  -1.2684
5 C 1.904 -0.155 -1.409  -1.2055
6 C 1.515 -1.361 0.714  -1.3186
7 N -1.651 -0.296 -0.205  -0.0847
8 O -3.892 -0.594 0.121  -0.4348
9 H -0.281 0.837 -1.311  0.2394
10 H -0.242 1.037 1.854  0.2960
11 H -0.859 2.095 0.602  0.4165
12 H 0.910 1.808 0.713  0.3687
13 H 1.689 0.613 -2.142  0.2586
14 H 2.862 -0.483 -1.469  0.3872
15 H -3.141 1.180 -0.160  0.2191
16 H 0.646 -1.813 1.175  0.3213
17 H 2.111 -0.815 1.375  0.3496
18 H 2.366 -2.018 0.374  0.3863
19 H -1.658 -1.338 -0.132  0.2207

=====

Repeat the third record exactly.
This record from OMol25 describes an isolated molecule of C6H11NO. The level of theory is ωB97M-V/def2-TZVPD.

Summary:
energy above the lowest of the compared OMol25 structures with the same formula, charge and spin: 63.0 kcal per mole
total energy: -9935.7239 eV
HOMO energy: -9.7 eV
orbital gap: 10.571 eV
net charge: 0
LUMO: 0.85 eV

Last column: Mulliken charge in e.
Element x y z (Å)
1 C -2.974 0.021 -0.170  -0.0097
2 C -0.322 0.345 -0.353  0.1369
3 C 1.120 -0.416 -0.372  0.7213
4 C -0.102 1.353 0.795  -1.2684
5 C 1.904 -0.155 -1.409  -1.2055
6 C 1.515 -1.361 0.714  -1.3186
7 N -1.651 -0.296 -0.205  -0.0847
8 O -3.892 -0.594 0.121  -0.4348
9 H -0.281 0.837 -1.311  0.2394
10 H -0.242 1.037 1.854  0.2960
11 H -0.859 2.095 0.602  0.4165
12 H 0.910 1.808 0.713  0.3687
13 H 1.689 0.613 -2.142  0.2586
14 H 2.862 -0.483 -1.469  0.3872
15 H -3.141 1.180 -0.160  0.2191
16 H 0.646 -1.813 1.175  0.3213
17 H 2.111 -0.815 1.375  0.3496
18 H 2.366 -2.018 0.374  0.3863
19 H -1.658 -1.338 -0.132  0.2207